{
  "formula": "C3H5F2P",
  "method": "the ωB97M-V functional and the def2-TZVPD basis",
  "charge": 0,
  "energy_ha": -658.170133,
  "orbital_gap_ev": [5.113, 5.770],
  "fmax_ha_per_bohr": 0.11073,
  "homo_ev": [-4.75, -9.47],
  "s_squared": 2.02,
  "e_above_lowest_kj_mol": 12.6,
  "spin_multiplicity": 3,
  "species": ["C", "C", "C", "F", "F", "P", "H", "H", "H", "H", "H"],
  "coordinates": [[0.631, 0.386, -0.326], [0.679, 0.811, -1.606], [-0.572, 0.138, 0.519], [1.875, 0.967, -2.269], [-1.682, -1.849, 1.677], [-0.984, -1.691, 0.153], [1.665, 0.077, -0.008], [-0.192, 1.285, -2.215], [-1.504, 0.733, -0.022], [-0.610, 0.440, 1.636], [0.229, -2.161, 0.549]]
}

{
  "formula": "C7H16ClNO3S",
  "method": "the ωB97M-V functional and the def2-TZVPD basis",
  "charge": 0,
  "energy_ha": -1415.133046,
  "orbital_gap_ev": 9.799,
  "fmax_ha_per_bohr": 0.00610,
  "homo_ev": -9.41,
  "spin_multiplicity": 1,
  "species": ["C", "O", "C", "C", "N", "C", "C", "C", "C", "S", "O", "O", "Cl", "H", "H", "H", "H", "H", "H", "H", "H", "H", "H", "H", "H", "H", "H", "H", "H"],
  "coordinates": [[1.278, 2.924, 1.709], [1.566, 1.547, 1.762], [0.402, 0.745, 1.801], [0.731, -0.676, 1.352], [-0.517, -1.444, 1.463], [1.368, -0.775, -0.049], [1.009, 0.303, -1.078], [-0.435, 0.347, -1.625], [-0.958, -0.987, -2.180], [-2.547, -1.696, -1.688], [-2.313, -2.920, -0.982], [-3.419, -1.678, -2.824], [-3.361, -0.381, -0.364], [0.673, 3.170, 0.825], [2.226, 3.457, 1.643], [0.742, 3.259, 2.605], [-0.405, 1.171, 1.194], [0.024, 0.697, 2.832], [1.476, -1.042, 2.069], [-0.577, -2.173, 0.765], [-0.581, -1.904, 2.362], [1.170, -1.769, -0.462], [2.449, -0.740, 0.098], [1.672, 0.184, -1.942], [1.248, 1.277, -0.651], [-0.428, 1.040, -2.470], [-1.113, 0.786, -0.900], [-0.273, -1.816, -2.007], [-1.108, -0.905, -3.257]]
}

{
  "formula": "C5H9NO",
  "method": "the ωB97M-V functional and the def2-TZVPD basis",
  "charge": 0,
  "energy_ha": -325.707692,
  "orbital_gap_ev": 10.227,
  "fmax_ha_per_bohr": 0.01697,
  "homo_ev": -9.17,
  "e_above_lowest_kj_mol": 603.5,
  "spin_multiplicity": 1,
  "species": ["C", "C", "O", "C", "N", "C", "C", "H", "H", "H", "H", "H", "H", "H", "H", "H"],
  "coordinates": [[0.659, -1.067, -0.118], [0.531, 0.188, 0.604], [1.591, 0.887, 1.135], [-0.091, 0.239, -0.755], [-1.392, 0.759, -0.204], [-2.003, -0.364, 0.465], [-0.893, 0.378, 1.140], [1.698, -1.229, -0.431], [2.136, -0.122, -1.927], [0.166, -1.992, 0.157], [1.487, 1.792, 0.811], [0.072, 0.447, -1.796], [2.016, 0.608, -1.904], [-1.888, -1.301, -0.061], [-3.006, -0.167, 0.837], [-1.081, 0.944, 2.046]]
}

{
  "formula": "C3H5FO",
  "method": "the ωB97M-V functional and the def2-TZVPD basis",
  "charge": 0,
  "energy_ha": -292.240296,
  "orbital_gap_ev": 10.005,
  "fmax_ha_per_bohr": 0.09785,
  "homo_ev": -10.05,
  "e_above_lowest_kj_mol": 409.6,
  "spin_multiplicity": 1,
  "species": ["C", "C", "C", "O", "F", "H", "H", "H", "H", "H"],
  "coordinates": [[-1.007, 0.227, -0.175], [0.064, 1.006, 0.439], [0.428, -0.092, -0.431], [1.242, -1.666, 0.753], [1.071, -0.307, -1.580], [-1.619, -0.577, 0.250], [-1.576, 0.805, -0.950], [0.287, 1.880, -0.030], [0.451, 1.046, 1.484], [0.659, -2.323, 0.240]]
}